A 2-piece molecular cluster, C23H22O2 overall at a distorted geometry, computed with ωB97M-V with the def2-TZVPD basis set.

Output
Charge: 0
Calculated total energy, a.u.: -1039.9840
Multiplicity: 1
Energy above the lowest of the compared OMol25 structures with the same formula, charge and spin, eV: 0.000
LUMO, eV: -2.4
HOMO energy, eV: -5.63
M, g mol⁻¹: 330.4

Bonds (Å) are listed after each position.
CARTESIAN COORDINATES (ANGSTROEM)
1 C 0.9608 -2.2545 1.7492  C2 1.491, H11 1.089, H12 1.089, H13 1.089
2 C 0.5658 -2.2971 0.3121  C1 1.491, C3 1.420, O10 1.224
3 C 1.4094 -1.6724 -0.6439  C2 1.420, C4 1.409, H14 1.074
4 C 1.1756 -1.6790 -2.0329  C3 1.409, C5 1.408, C9 1.413
5 C 0.0225 -2.2719 -2.5808  C4 1.408, C6 1.370, H15 1.075
6 C -0.1806 -2.3240 -3.9351  C5 1.370, C7 1.384, H16 1.078
7 C 0.7643 -1.7954 -4.7968  C6 1.384, C8 1.384, H17 1.076
8 C 1.8980 -1.1809 -4.2939  C7 1.384, C9 1.374, H18 1.079
9 C 2.1030 -1.1129 -2.9367  C4 1.413, C8 1.374, H19 1.076
10 O -0.4597 -2.8902 0.0063  C2 1.224
11 H 1.3696 -1.2843 2.0281  C1 1.089
12 H 0.0822 -2.4429 2.3645  C1 1.089
13 H 1.7036 -3.0215 1.9634  C1 1.089
14 H 2.3117 -1.2070 -0.2941  C3 1.074
15 H -0.7066 -2.6866 -1.9087  C5 1.075
16 H -1.0760 -2.7782 -4.3266  C6 1.078
17 H 0.6046 -1.8448 -5.8595  C7 1.076
18 H 2.6125 -0.7381 -4.9697  C8 1.079
19 H 2.9778 -0.6219 -2.5484  C9 1.076
20 C 0.3152 0.7392 6.1831  O21 1.412, H35 1.093, H36 1.092, H37 1.093
21 O -0.6928 0.0055 5.5197  C20 1.412, C22 1.384
22 C -0.7959 0.2271 4.1575  O21 1.384, C23 1.408, C34 1.408
23 C -1.7999 -0.4709 3.4604  C22 1.408, C24 1.362, H38 1.075
24 C -1.9906 -0.2911 2.1237  C23 1.362, C25 1.417, H39 1.076
25 C -1.1926 0.6061 1.3707  C24 1.417, C26 1.410, C33 1.417
26 C -1.4985 0.7557 0.0026  C25 1.410, C27 1.425, H40 1.078
27 C -1.0076 1.6059 -1.0305  C26 1.425, C28 1.411, C32 1.411
28 C -1.5128 1.3798 -2.3287  C27 1.411, C29 1.372, H41 1.077
29 C -1.1137 2.1401 -3.3990  C28 1.372, C30 1.383, H42 1.079
30 C -0.1952 3.1581 -3.2179  C29 1.383, C31 1.384, H43 1.078
31 C 0.3080 3.4211 -1.9554  C30 1.384, C32 1.376, H44 1.079
32 C -0.0932 2.6692 -0.8747  C27 1.411, C31 1.376, H45 1.071
33 C -0.1510 1.2653 2.0689  C25 1.417, C34 1.366, H46 1.071
34 C 0.0305 1.0890 3.4118  C22 1.408, C33 1.366, H47 1.074
35 H 0.3191 0.4467 7.2363  C20 1.093
36 H 1.2918 0.5078 5.7520  C20 1.092
37 H 0.1033 1.8093 6.1181  C20 1.093
38 H -2.4176 -1.1605 4.0064  C23 1.075
39 H -2.7633 -0.8421 1.6157  C24 1.076
40 H -2.2809 0.0930 -0.3311  C26 1.078
41 H -2.2314 0.5913 -2.4761  C28 1.077
42 H -1.5188 1.9438 -4.3794  C29 1.079
43 H 0.1203 3.7532 -4.0594  C30 1.078
44 H 1.0127 4.2268 -1.8209  C31 1.079
45 H 0.2586 2.9358 0.1016  C32 1.071
46 H 0.5392 1.8827 1.5303  C33 1.071
47 H 0.8186 1.6157 3.9175  C34 1.074